Entry one
Here is a cluster of 2 separate species, C2H5O2S in total from OMol25. Energies are from ωB97M-V/def2-TZVPD.

Results
E_LUMO: 3.670 eV
Highest occupied orbital energy: -4.2 eV
Net charge: -1

Geometry as XYZ:
```
10
C2H5O2S | OMol25 | ωB97M-V/def2-TZVPD
S -1.05 -0.87 1.02
O 0.60 1.50 -0.85
O -0.19 2.54 0.99
C 0.69 2.16 0.22
C -0.38 -1.86 -0.35
H 1.78 2.42 0.41
H 0.53 -2.35 -0.06
H -0.66 0.29 0.46
H -1.10 -2.62 -0.62
H -0.22 -1.22 -1.21
```


Entry two
Here is a cluster of 2 separate species, C2H5O2S in total from OMol25. Energies are from ωB97M-V/def2-TZVPD.

Results
E_LUMO: 3.679 eV
Highest occupied orbital energy: -4.3 eV
Net charge: -1

Geometry as XYZ:
```
10
C2H5O2S | OMol25 | ωB97M-V/def2-TZVPD
S 0.65 1.61 0.69
O -1.27 -0.67 0.13
O -2.62 -0.13 -1.61
C -2.30 -0.74 -0.58
C 2.02 0.39 0.49
H -3.00 -1.58 -0.29
H 2.76 0.47 1.26
H 1.56 -0.60 0.45
H 2.38 0.53 -0.53
H -0.17 0.73 -0.01
```


Of them, entry one has the highest stability.


Entry one
Here is a structure of composition C4H9N6O2 from OMol25. Energies are from ωB97M-V/def2-TZVPD.

Results
E_LUMO (alpha / beta): -4.491 / -4.495 eV
Highest occupied orbital energy (alpha / beta): -12.7 / -12.7 eV
Net charge: +1

Geometry as XYZ:
```
21
C4H9N6O2 | OMol25 | ωB97M-V/def2-TZVPD
O 2.63 -0.37 0.05
O 4.10 1.26 0.01
N -2.34 0.03 -0.49
N 1.61 -2.70 0.01
N -2.91 2.18 0.14
N 2.95 0.93 -0.09
N 1.80 1.62 -0.10
N -0.63 -1.82 -0.04
C 0.74 0.87 0.09
C -2.22 1.07 0.27
C 0.68 -1.74 0.10
C 1.27 -0.43 0.14
H -2.77 3.05 0.58
H -3.13 -0.12 -1.09
H 1.92 2.57 -0.34
H -3.80 1.93 -0.25
H 2.54 -2.51 -0.14
H 1.38 -3.57 0.51
H -1.36 1.32 0.89
H -1.11 -2.69 -0.16
H -1.37 -0.86 -0.09
```


Entry two
Here is a cluster of 2 separate species, C4H9N6O2 in total from OMol25. Energies are from ωB97M-V/def2-TZVPD.

Results
E_LUMO: -3.809 eV
Highest occupied orbital energy: -13.8 eV
Net charge: +1

Geometry as XYZ:
```
21
C4H9N6O2 | OMol25 | ωB97M-V/def2-TZVPD
O -2.17 1.17 2.28
O 1.45 -1.97 -1.75
N -1.98 0.33 0.13
N -1.34 1.27 -1.94
N 2.38 -1.15 1.75
N 1.24 -0.16 -0.37
N -0.58 -0.91 -1.55
N -0.13 1.20 1.06
C 0.25 0.62 0.00
C -1.01 0.29 -0.95
C -1.68 0.95 1.26
C 0.83 -1.08 -1.30
H 0.50 1.58 1.77
H 3.22 -1.60 1.34
H 2.85 -0.33 2.21
H 1.79 -0.42 0.69
H -1.85 2.20 -1.59
H -2.99 0.10 -0.09
H -1.85 0.87 -2.80
H 2.00 -1.85 2.33
H -0.92 -1.14 -2.48
```


Of them, entry two has the highest stability.


Entry one
Here is a cluster of 12 separate species, C48H72O36 in total from OMol25. Energies are from ωB97M-V/def2-TZVPD.

Results
E_LUMO: 0.172 eV
Highest occupied orbital energy: -10.1 eV
SMILES: C[C@H]1COC(=O)O1.C[C@H]1COC(=O)O1.C[C@H]1COC(=O)O1.C[C@H]1COC(=O)O1.C[C@H]1COC(=O)O1.C[C@H]1COC(=O)O1.C[C@H]1COC(=O)O1.C[C@H]1COC(=O)O1.C[C@H]1COC(=O)O1.C[C@H]1COC(=O)O1.C[C@H]1COC(=O)O1.C[C@H]1COC(=O)O1
Net charge: 0

Geometry as XYZ:
```
156
C48H72O36 | OMol25 | ωB97M-V/def2-TZVPD
O -13.67 -20.21 -1.31
O -6.85 -26.61 4.48
O -16.36 -22.96 -4.86
O -18.91 -18.99 -1.27
O -16.63 -20.82 -4.44
O -11.40 -25.60 0.95
O -15.06 -17.26 3.57
O -14.67 -23.04 -1.72
O -6.09 -22.77 -3.47
O -11.19 -24.38 2.87
O -4.85 -21.75 -1.91
O -6.93 -22.24 -1.45
O -6.80 -25.84 -0.76
O -7.70 -21.24 2.84
O -14.22 -16.01 -4.39
O -9.54 -19.37 -3.45
O -12.09 -21.03 0.07
O -8.54 -19.49 1.62
O -13.00 -16.65 3.05
O -14.67 -21.55 -5.20
O -16.64 -22.91 -0.68
O -10.42 -20.13 -5.32
O -15.40 -14.32 -5.37
O -10.20 -17.93 -5.11
O -6.33 -27.40 2.45
O -6.93 -26.51 -2.88
O -5.02 -25.57 -2.15
O -14.30 -15.87 -6.64
O -13.57 -16.84 5.18
O -5.22 -28.12 4.24
O -15.55 -24.81 -0.69
O -9.21 -19.87 3.68
O -18.86 -18.03 -3.32
O -14.23 -20.92 0.75
O -13.17 -24.56 1.93
O -18.65 -16.77 -1.53
C -4.74 -19.61 -0.67
C -6.83 -26.02 -5.25
C -6.30 -25.96 -1.84
C -13.24 -20.73 -0.16
C -6.09 -26.46 -4.04
C -9.98 -19.01 -4.65
C -15.68 -23.52 -1.02
C -11.85 -24.86 1.81
C -8.67 -27.28 1.81
C -15.10 -19.39 4.90
C -11.98 -23.63 3.74
C -9.78 -21.32 -2.04
C -9.29 -20.83 -3.38
C -7.42 -26.51 2.22
C -18.75 -21.03 -5.72
C -7.61 -25.80 3.57
C -15.53 -17.90 4.83
C -8.40 -20.26 2.68
C -9.36 -18.28 1.97
C -13.63 -17.11 -6.34
C -10.16 -21.29 -4.57
C -4.93 -25.54 -3.55
C -13.22 -16.94 -4.87
C -15.61 -18.99 0.98
C -15.07 -20.07 -1.21
C -13.84 -24.12 -2.13
C -15.47 -20.25 0.25
C -13.41 -23.79 3.07
C -15.78 -21.80 -4.86
C -13.31 -18.22 -4.06
C -17.02 -15.46 -2.75
C -17.99 -21.29 -4.41
C -6.05 -27.42 3.76
C -10.27 -17.95 0.84
C -14.30 -25.31 -1.23
C -18.85 -18.03 -1.96
C -4.97 -21.10 -0.66
C -19.02 -16.73 -3.88
C -6.45 -21.50 -0.23
C -18.47 -15.88 -2.70
C -10.10 -18.84 3.20
C -14.75 -15.29 -5.48
C -17.67 -22.78 -4.17
C -13.83 -16.91 3.86
C -11.54 -22.21 3.73
C -14.80 -17.13 5.89
C -5.97 -22.32 -2.37
C -12.34 -23.76 -2.07
H -9.67 -22.08 -5.20
H -7.49 -26.84 -5.62
H -13.79 -22.82 2.75
H -14.12 -24.30 3.73
H -10.45 -22.07 3.75
H -9.01 -27.90 2.61
H -11.02 -19.36 2.86
H -7.13 -24.83 3.52
H -14.71 -18.43 0.69
H -9.27 -20.78 -1.21
H -18.53 -20.86 -3.55
H -11.94 -23.20 -2.91
H -18.30 -23.60 -4.58
H -6.07 -25.82 -5.98
H -16.61 -17.80 4.86
H -20.12 -16.56 -4.03
H -16.41 -18.39 0.69
H -15.45 -19.97 5.78
H -15.70 -20.71 -1.86
H -12.22 -16.49 -4.87
H -12.79 -17.17 -7.00
H -14.50 -17.61 6.81
H -6.48 -22.14 0.60
H -8.20 -20.91 -3.51
H -15.30 -18.99 -1.52
H -18.16 -21.43 -6.52
H -8.38 -27.85 0.90
H -9.75 -17.75 -0.09
H -3.94 -25.91 -3.75
H -18.44 -16.62 -4.79
H -19.73 -21.53 -5.61
H -10.25 -18.15 4.02
H -5.01 -24.50 -3.84
H -10.89 -18.84 0.68
H -3.65 -19.30 -0.69
H -14.04 -24.40 -3.16
H -5.40 -19.11 0.08
H -16.40 -16.37 -2.95
H -14.42 -18.58 -3.98
H -15.31 -16.16 6.11
H -7.10 -25.87 1.42
H -12.99 -18.12 -3.03
H -16.87 -14.79 -3.60
H -7.03 -20.57 -0.03
H -14.31 -17.98 -6.44
H -12.02 -21.62 4.55
H -16.62 -14.99 -1.80
H -5.75 -27.50 -4.23
H -7.37 -25.13 -4.97
H -13.64 -25.60 -0.42
H -14.44 -26.20 -1.91
H -17.55 -23.03 -3.12
H -15.65 -19.09 2.06
H -11.87 -24.11 4.68
H -11.10 -21.64 -4.10
H -12.16 -23.21 -1.14
H -9.58 -22.37 -1.94
H -8.69 -17.49 2.28
H -9.33 -26.52 1.46
H -18.86 -19.97 -5.65
H -11.82 -24.70 -1.93
H -5.14 -19.20 -1.64
H -10.79 -21.15 -1.89
H -4.24 -21.68 -0.11
H -8.63 -25.71 3.93
H -10.82 -17.11 1.22
H -19.18 -14.96 -2.53
H -15.50 -19.83 3.98
H -12.82 -18.99 -4.67
H -11.85 -21.77 2.75
H -16.21 -20.99 0.47
H -14.00 -19.51 4.82
```


Entry two
Here is a cluster of 12 separate species, C48H72O36 in total from OMol25. Energies are from ωB97M-V/def2-TZVPD.

Results
E_LUMO: -0.009 eV
Highest occupied orbital energy: -9.9 eV
SMILES: C[C@H]1COC(=O)O1.C[C@H]1COC(=O)O1.C[C@H]1COC(=O)O1.C[C@H]1COC(=O)O1.C[C@H]1COC(=O)O1.C[C@H]1COC(=O)O1.C[C@H]1COC(=O)O1.C[C@H]1COC(=O)O1.C[C@H]1COC(=O)O1.C[C@H]1COC(=O)O1.C[C@H]1COC(=O)O1.C[C@H]1COC(=O)O1
Net charge: 0

Geometry as XYZ:
```
156
C48H72O36 | OMol25 | ωB97M-V/def2-TZVPD
O -6.37 -3.49 23.45
O 1.69 -11.61 27.03
O -8.78 -13.67 33.07
O -8.35 -13.77 35.28
O 1.27 -3.13 18.97
O -11.50 -9.97 19.86
O -0.37 -2.31 17.65
O -8.42 -17.11 27.93
O -11.56 -8.09 19.37
O -1.79 -7.94 25.04
O -3.76 -8.98 25.56
O -14.60 -9.90 27.10
O -12.46 -9.30 27.15
O -5.05 -15.03 18.86
O 0.72 -13.03 25.66
O -0.54 -11.95 16.27
O -3.44 -15.64 20.08
O -3.40 -8.34 23.49
O -5.98 -2.77 21.38
O -7.03 -15.74 26.87
O -3.46 -6.81 16.98
O 0.51 -11.09 18.05
O 4.70 -6.69 23.09
O -5.01 -14.40 21.10
O -6.46 -16.65 28.99
O 1.02 -13.05 17.47
O -5.20 -6.75 15.66
O -13.11 -11.15 28.28
O 2.98 -12.90 25.57
O -5.61 -1.39 23.23
O -5.21 -8.27 17.20
O -0.34 -2.01 19.97
O 6.06 -8.13 21.75
O 6.41 -7.87 23.99
O -13.12 -8.88 20.71
O -10.25 -14.69 34.54
C -4.13 -15.76 17.91
C -6.04 -9.15 25.72
C 1.90 -12.50 26.05
C -10.23 -10.97 18.17
C -5.94 -2.55 22.63
C -6.46 -0.39 25.24
C -14.44 -11.80 30.09
C 4.63 -6.61 24.52
C -4.68 -7.32 16.67
C 1.67 -3.04 20.31
C -3.06 -5.89 15.84
C 0.26 -12.07 17.22
C -6.28 -3.03 24.75
C -4.56 -14.97 20.07
C -12.11 -8.96 20.03
C -15.40 -10.78 27.91
C 5.73 -7.64 22.82
C 0.35 -11.75 27.47
C -3.01 -17.84 18.99
C -4.87 -9.52 24.82
C -10.59 -16.37 27.25
C -0.36 -12.54 26.37
C -4.16 -6.13 14.86
C 6.09 -6.85 24.85
C -3.02 -16.29 18.80
C -9.20 -14.13 34.27
C -13.35 -10.05 27.49
C 1.80 -12.88 18.73
C 0.14 -2.47 18.77
C -14.33 -11.74 28.55
C -10.29 -9.86 19.15
C -2.85 -8.40 24.68
C -4.78 -8.80 23.46
C -4.74 -4.75 14.25
C -9.15 -16.63 26.84
C -1.39 -13.53 26.92
C -7.26 -16.52 28.02
C -10.46 -8.45 18.69
C -0.35 -3.68 21.76
C -5.78 -1.58 24.62
C -7.52 -13.04 33.21
C -7.45 -11.71 32.50
C 1.58 -11.48 19.01
C 7.09 -5.69 24.60
C 1.09 -11.14 20.44
C -7.33 -12.91 34.71
C -8.29 -15.49 26.34
C 0.34 -2.52 21.03
H -3.86 -6.79 14.04
H 4.27 -5.67 24.95
H -0.83 -11.87 25.65
H -0.94 -14.20 27.65
H -4.80 -1.56 25.10
H -6.19 -0.20 26.28
H 0.67 -1.89 21.86
H -2.10 -5.99 15.33
H -10.10 -11.96 18.60
H -9.51 -7.98 18.93
H -4.76 -10.59 24.62
H -0.12 -10.77 27.54
H -5.12 -9.33 22.58
H -7.40 -11.84 34.93
H 2.54 -2.39 20.39
H 6.26 -7.13 25.89
H 2.85 -13.03 18.47
H -6.77 -13.61 32.67
H -6.38 0.48 24.60
H -2.21 -13.00 27.39
H -5.61 -4.98 13.64
H -5.84 -9.53 26.72
H -6.17 -8.07 25.86
H -10.70 -8.38 17.63
H -14.44 -12.74 28.13
H -6.30 -13.22 34.89
H -3.08 -18.31 18.01
H 7.23 -5.01 25.43
H 3.98 -7.45 24.73
H -9.43 -10.75 17.47
H -2.14 -18.01 19.63
H -3.13 -4.91 16.31
H -1.80 -14.06 26.05
H 0.38 -12.45 28.31
H -8.08 -11.03 33.08
H -7.73 -11.70 31.45
H 1.62 -13.51 19.60
H -5.06 -3.97 14.93
H -2.05 -16.10 18.34
H 0.40 -11.90 20.80
H 1.83 -11.00 21.22
H 2.43 -10.86 18.73
H -1.42 -3.61 21.57
H -3.97 -4.36 13.58
H -11.23 -15.98 26.46
H -9.43 -9.87 19.82
H -10.62 -15.55 27.96
H -15.44 -12.10 30.38
H -3.83 -18.17 19.62
H 8.11 -6.06 24.48
H -7.54 -0.53 25.31
H 2.05 -3.96 20.76
H -16.06 -10.19 28.55
H -13.68 -12.38 30.62
H -11.12 -11.10 17.55
H -8.32 -15.53 25.25
H 0.54 -10.22 20.24
H -0.12 -4.68 21.39
H -16.03 -11.38 27.25
H -5.44 -7.93 23.40
H -4.66 -16.59 17.45
H -8.82 -14.59 26.65
H -3.78 -14.90 17.34
H -7.30 -3.13 25.13
H -14.28 -10.82 30.52
H 0.04 -3.61 22.77
H -5.65 -3.65 25.38
H -10.90 -17.14 27.95
H 6.80 -4.99 23.82
H -6.48 -11.22 32.60
H -9.17 -17.34 26.01
H -6.90 -9.55 25.19
```


Of them, entry one has the highest stability.